1.
25
Properties=species:S:1:pos:R:3:lowdin_charge:R:1 method="wB97M-V/def2-TZVPD" orbital_gap_ha=0.3431 e_above_lowest_kj_mol=9.49 total_charge=+1 smiles="N[C@H](Cc1ccccc1)C(=[NH2+])O"
C 0.3503 2.2611 1.8745 -0.057
C -0.9172 1.9322 2.3189 -0.065
C 0.7714 1.8537 0.6183 -0.052
C -1.7720 1.2110 1.4996 -0.061
C -0.0744 1.1184 -0.2029 -0.254
C -1.3512 0.8011 0.2468 -0.053
C 0.4231 0.5828 -1.5168 -0.071
C 0.8137 -0.9112 -1.3384 -0.257
C -0.4474 -1.7299 -1.1462 -0.351
N -0.5405 -2.3613 -0.0207 0.272
N 1.6645 -1.1628 -0.1891 0.069
O -1.3038 -1.7575 -2.1031 0.208
H 1.0139 2.8345 2.5023 0.113
H -1.2442 2.2486 3.2974 0.112
H 1.7558 2.1300 0.2666 0.121
H -2.7678 0.9719 1.8384 0.110
H -0.3338 0.6653 -2.2955 0.129
H 1.3111 1.1278 -1.8383 0.131
H 1.2733 -1.2600 -2.2704 0.173
H 2.6176 -1.3825 -0.4434 0.113
H -1.2964 -2.9610 0.2784 0.161
H 0.3134 -2.2158 0.5482 0.135
H -2.0366 0.2718 -0.4001 0.110
H 1.6788 -0.3588 0.4334 0.088
H -2.0990 -2.3049 -1.9669 0.176

2.
62
Properties=species:S:1:pos:R:3:lowdin_charge:R:1 method="wB97M-V/def2-TZVPD" orbital_gap_ha=0.2048 total_charge=+2
Mo 1.1164 0.0853 0.1686 1.527
O -2.4392 3.0263 3.1836 0.122
C -2.0243 3.8049 2.1943 -0.240
C -2.4664 5.1298 2.1682 0.022
C -2.0716 5.9776 1.1614 -0.020
C -1.2257 5.5408 0.1282 -0.056
C -0.7717 4.2530 0.1362 -0.020
C -1.1475 3.3617 1.1709 -0.082
C -0.6162 2.0418 1.1716 -0.307
O 0.2885 1.6797 0.2236 -0.284
N -0.9178 1.1283 2.0518 0.109
N -0.2500 -0.0387 1.8247 -0.119
C -0.5965 -1.1208 2.4209 0.014
C -0.0162 -2.4269 2.1615 -0.127
C -0.5284 -3.5342 2.8329 0.010
C -0.0624 -4.8139 2.5659 -0.024
C 0.9361 -5.0035 1.6237 -0.017
C 1.4803 -3.9157 0.9494 0.030
C 1.0026 -2.6508 1.2140 -0.241
O 1.4856 -1.5585 0.5459 -0.275
H -2.0718 2.1297 3.1058 0.082
H -3.1263 5.4606 2.9587 0.135
H -2.4168 7.0029 1.1631 0.125
H -0.9419 6.2189 -0.6639 0.116
H -0.1284 3.8888 -0.6542 0.115
H -1.4041 -1.0660 3.1456 0.159
H -1.3061 -3.3834 3.5718 0.132
H -0.4822 -5.6566 3.0972 0.127
H 1.2986 -5.9994 1.4091 0.128
H 2.2738 -4.0442 0.2240 0.139
C -1.6107 -0.2670 -5.1578 -0.061
C -2.0221 0.3578 -3.8429 -0.236
O -1.9400 -0.6069 -2.7461 -0.227
P -0.6300 -1.0507 -2.0209 0.189
O -0.7379 -0.6476 -0.5379 -0.431
Te 1.4468 0.0119 -2.6042 0.852
O -0.5266 -2.6060 -2.1376 -0.255
C -1.6855 -3.4647 -1.8280 -0.220
C -1.7818 -4.5543 -2.8649 -0.049
H -1.7543 0.4569 -5.9592 0.097
H -2.2233 -1.1422 -5.3708 0.091
H -0.5607 -0.5669 -5.1483 0.059
H -3.0664 0.6559 -3.8625 0.131
H -1.4107 1.2278 -3.5977 0.098
H -2.5890 -2.8564 -1.8113 0.118
H -1.5071 -3.8692 -0.8318 0.118
H -1.9704 -4.1351 -3.8524 0.086
H -2.6116 -5.2103 -2.6025 0.096
H -0.8672 -5.1443 -2.9008 0.089
C 3.3073 2.7324 0.5999 -0.019
C 3.2175 1.2354 0.8317 -0.514
C 4.5330 0.4905 0.6831 -0.026
C 2.3195 0.7877 1.8846 -0.084
H 3.8737 2.9588 -0.3026 0.103
H 3.8328 3.1709 1.4485 0.116
H 2.3266 3.2007 0.5293 0.079
H 2.5999 0.8269 -0.2198 0.002
H 5.2338 0.8952 1.4132 0.114
H 4.9630 0.6332 -0.3077 0.100
H 4.4175 -0.5772 0.8696 0.092
H 1.8627 1.5649 2.4905 0.107
H 2.6909 -0.0257 2.5030 0.108

Highest occupied orbital energy readings, ordered: -12.65; -13.68 eV
LUMO energy readings, ordered: -0.1218; -0.2979 Ha